one) {"formula": "C4H3N3", "method": "wB97M-V/def2-TZVPD", "symbols": ["N", "C", "C", "N", "C", "C", "N", "H", "H", "H"], "positions_angstrom": [[3.472, -0.770, 0.026], [2.375, -0.413, 0.000], [1.009, 0.064, -0.009], [0.050, -0.895, 0.292], [-1.068, -0.403, 0.125], [-2.250, -0.001, -0.187], [0.672, 1.290, -0.108], [-2.604, -1.037, -0.331], [-2.786, 0.792, 0.317], [1.481, 1.882, -0.248]], "mulliken_charge": [-0.359, 0.120, 0.575, -0.486, 0.849, -0.955, -0.574, 0.289, 0.292, 0.247], "lumo_ha": -0.01397, "homo_lumo_gap_ev": 9.4}


two) {"formula": "C4H3N3", "method": "wB97M-V/def2-TZVPD", "symbols": ["N", "C", "C", "N", "C", "C", "N", "H", "H", "H"], "positions_angstrom": [[3.336, -0.668, 0.038], [2.220, -0.356, 0.035], [0.788, -0.119, 0.032], [0.001, -1.159, 0.091], [-1.260, -0.663, -0.020], [-1.340, 0.689, -0.150], [0.164, 1.084, -0.068], [-2.107, -1.341, 0.008], [-2.316, 1.160, 0.143], [0.852, 1.857, -0.224]], "mulliken_charge": [-0.397, 0.184, 0.399, -0.534, -0.073, -0.399, -0.179, 0.425, 0.296, 0.279], "lumo_ha": 0.01679, "homo_lumo_gap_ev": 10.2}


three) {"formula": "C4H3N3", "method": "wB97M-V/def2-TZVPD", "symbols": ["N", "C", "C", "N", "C", "C", "N", "H", "H", "H"], "positions_angstrom": [[0.677, 1.462, -1.903], [0.224, 0.731, -1.108], [-1.056, -0.280, -0.521], [-1.521, 0.269, 0.696], [-0.366, 0.452, 1.236], [0.566, -0.186, 0.261], [-0.232, -1.378, -0.136], [-0.152, 1.006, 2.144], [1.647, -0.290, 0.294], [0.213, -1.787, -0.962]], "mulliken_charge": [-0.517, 0.164, 0.252, -0.399, -0.546, 0.458, -0.500, 0.337, 0.436, 0.314], "lumo_ha": [-0.03876, -0.03872], "homo_lumo_gap_ev": [8.4, 8.4]}


Verdict on stability: three) comes out at the bottom.


one) {"formula": "C5H17N2O", "method": "wB97M-V/def2-TZVPD", "symbols": ["C", "O", "C", "N", "H", "H", "H", "H", "H", "H", "H", "H", "C", "N", "C", "C", "H", "H", "H", "H", "H", "H", "H", "H", "H"], "positions_angstrom": [[0.203, 2.746, -0.151], [0.087, 3.798, 0.771], [1.626, 2.243, 0.027], [1.917, 1.169, -0.994], [0.064, 3.100, -1.182], [-0.507, 1.937, 0.050], [-0.829, 4.091, 0.818], [2.348, 3.044, -0.112], [1.766, 1.793, 1.006], [1.825, 1.539, -1.943], [1.248, 0.396, -0.888], [2.861, 0.799, -0.891], [-1.118, -3.323, -0.254], [-0.762, -2.252, 0.668], [0.206, -1.373, 0.075], [-1.944, -1.511, 1.089], [-0.226, -3.883, -0.528], [-1.601, -2.942, -1.166], [-1.803, -4.010, 0.238], [0.481, -0.589, 0.790], [1.109, -1.925, -0.190], [-0.195, -0.880, -0.843], [-1.661, -0.738, 1.803], [-2.640, -2.191, 1.572], [-2.456, -1.038, 0.236]], "mulliken_charge": [-0.347, -0.491, -0.620, -0.102, 0.324, 0.342, 0.330, 0.370, 0.347, 0.398, 0.015, 0.411, -0.974, -0.083, -1.105, -0.948, 0.312, 0.352, 0.339, 0.442, 0.383, 0.349, 0.285, 0.327, 0.345], "charge": 1, "lumo_ha": -0.13315, "homo_lumo_gap_ev": 8.3}


two) {"formula": "C5H17N2O", "method": "wB97M-V/def2-TZVPD", "symbols": ["C", "C", "C", "C", "N", "C", "N", "H", "H", "H", "H", "H", "H", "H", "H", "H", "H", "H", "H", "H", "H", "H", "H", "H", "O"], "positions_angstrom": [[-0.084, 0.487, 1.124], [-1.201, 1.395, 0.592], [-1.985, 0.736, -0.619], [-1.828, -0.752, -0.787], [-0.647, -0.974, -1.673], [-0.504, -2.450, -2.095], [1.078, 0.328, 0.220], [-0.547, -0.420, 1.526], [0.131, 0.850, 2.126], [-1.966, 1.552, 1.351], [-0.782, 2.400, 0.347], [-1.639, 1.335, -1.513], [-3.043, 0.985, -0.526], [-2.722, -1.261, -1.185], [-1.590, -1.343, 0.107], [-0.880, -0.457, -2.541], [-0.685, -3.163, -1.280], [0.416, -2.679, -2.563], [-1.362, -2.743, -2.698], [1.764, -0.255, 0.706], [1.585, 1.242, 0.243], [0.211, -0.618, -1.198], [4.881, 0.731, 2.651], [3.603, 0.855, 3.317], [4.158, 1.374, 2.712]], "mulliken_charge": [-0.688, -0.613, -0.698, -0.895, -0.072, -0.879, -0.635, 0.337, 0.467, 0.303, 0.281, 0.325, 0.392, 0.508, 0.457, 0.373, 0.339, 0.369, 0.374, 0.220, 0.299, 0.434, 0.329, 0.313, -0.639], "charge": 1, "lumo_ha": -0.10028, "homo_lumo_gap_ev": 11.3}


Verdict on stability: one) comes out at the bottom.


one) {"formula": "C5H17N2O", "method": "wB97M-V/def2-TZVPD", "symbols": ["C", "N", "C", "C", "N", "C", "C", "H", "H", "H", "H", "H", "H", "H", "H", "H", "H", "H", "H", "H", "H", "H", "H", "H", "O"], "positions_angstrom": [[1.036, -1.447, 0.633], [1.671, -2.411, -0.243], [0.820, -3.239, -1.107], [0.190, -0.475, -0.142], [-1.258, 1.209, 2.121], [-0.086, 1.798, -1.161], [0.809, 0.515, -0.954], [0.444, -1.943, 1.402], [1.880, -0.903, 1.063], [2.385, -1.935, -0.780], [0.166, -3.838, -0.477], [1.433, -3.948, -1.660], [0.267, -2.646, -1.839], [-0.726, -0.966, -0.485], [-0.654, 0.835, 1.380], [-0.608, 1.747, 2.693], [-1.391, 0.347, 2.652], [0.342, 2.381, -1.971], [0.032, 2.366, -0.243], [-1.136, 1.612, -1.348], [0.935, 0.125, -1.978], [1.777, 0.864, -0.609], [-2.549, 4.005, 0.362], [-2.317, 2.748, 1.334], [-2.360, 3.067, 0.424]], "mulliken_charge": [-0.926, -0.209, -0.860, -0.020, -0.668, -1.333, -0.040, 0.360, 0.440, 0.331, 0.325, 0.343, 0.321, 0.287, 0.154, 0.320, 0.305, 0.400, 0.409, 0.359, 0.352, 0.326, 0.310, 0.349, -0.635], "charge": 1, "lumo_ha": -0.25647, "homo_lumo_gap_ev": 6.9}


two) {"formula": "C5H17N2O", "method": "wB97M-V/def2-TZVPD", "symbols": ["N", "C", "C", "C", "N", "C", "C", "H", "H", "H", "H", "H", "H", "H", "H", "H", "H", "H", "H", "H", "H", "H", "H", "H", "O"], "positions_angstrom": [[0.892, -1.227, -0.805], [1.633, 0.112, -0.905], [1.948, 0.490, -2.244], [0.561, 1.179, -0.391], [0.228, 0.881, 1.015], [-1.213, 1.107, 1.434], [-1.242, 0.818, 2.900], [1.612, -1.935, -0.396], [0.096, -1.204, -0.165], [0.577, -1.662, -1.698], [2.532, 0.201, -0.152], [1.980, 1.613, -2.248], [1.212, 0.320, -3.053], [3.020, 0.230, -2.593], [0.910, 2.196, -0.511], [-0.241, 1.007, -1.218], [0.786, 1.217, 1.854], [-1.631, 2.137, 1.364], [-1.896, 0.410, 0.813], [-2.098, 0.302, 3.273], [-1.043, 1.791, 3.341], [-0.455, 0.107, 3.282], [-2.831, -2.504, -0.118], [-2.751, -3.020, -1.489], [-2.219, -2.628, -0.815]], "mulliken_charge": [-0.293, 0.334, -1.362, -1.094, -0.238, -0.053, -1.342, 0.392, 0.260, 0.398, 0.310, 0.333, 0.412, 0.330, 0.473, 0.377, 0.276, 0.248, 0.184, 0.348, 0.376, 0.314, 0.305, 0.313, -0.602], "charge": 1, "lumo_ha": -0.11177, "homo_lumo_gap_ev": 9.7}


Verdict on stability: one) comes out at the bottom.


one) {"formula": "C3H11NO", "method": "wB97M-V/def2-TZVPD", "symbols": ["C", "C", "C", "N", "H", "H", "H", "H", "H", "H", "H", "H", "H", "H", "H", "O"], "positions_angstrom": [[-1.730, -0.864, -0.466], [-0.384, -0.540, 0.178], [0.770, -1.445, -0.242], [0.040, 0.869, -0.118], [-2.127, -1.792, -0.068], [-2.440, -0.050, -0.559], [-1.472, -1.108, -1.511], [-0.522, -0.618, 1.260], [1.674, -1.100, 0.259], [0.561, -2.475, 0.052], [0.960, -1.417, -1.314], [-0.847, 1.352, -0.222], [0.575, 0.898, -0.968], [1.085, 2.222, 1.168], [2.243, 3.164, 0.940], [1.613, 2.906, 1.613]], "mulliken_charge": [-1.261, 0.544, -1.471, -0.570, 0.337, 0.374, 0.291, 0.168, 0.372, 0.370, 0.379, 0.212, 0.252, 0.410, 0.292, -0.699], "lumo_ha": 0.03443, "homo_lumo_gap_ev": 10.8}


two) {"formula": "C3H11NO", "method": "wB97M-V/def2-TZVPD", "symbols": ["N", "H", "H", "H", "C", "O", "C", "C", "H", "H", "H", "H", "H", "H", "H", "H"], "positions_angstrom": [[0.535, 2.711, -0.249], [-0.033, 3.427, -0.683], [-0.053, 1.925, -0.012], [0.928, 3.088, 0.602], [-0.089, -0.823, -0.985], [-1.147, -0.490, -1.869], [-0.592, -0.821, 0.454], [0.443, -1.386, 1.416], [0.292, -1.824, -1.216], [0.755, -0.139, -1.112], [-0.807, 0.117, -2.533], [-0.869, 0.195, 0.733], [-1.514, -1.403, 0.470], [1.372, -0.802, 1.381], [0.086, -1.358, 2.447], [0.692, -2.416, 1.155]], "mulliken_charge": [-0.679, 0.214, 0.256, 0.223, -0.516, -0.537, -0.283, -1.155, 0.310, 0.390, 0.324, 0.195, 0.304, 0.293, 0.333, 0.327], "lumo_ha": 0.03612, "homo_lumo_gap_ev": 11.1}


Verdict on stability: two) comes out at the bottom.


one) {"formula": "C3H11NO", "method": "wB97M-V/def2-TZVPD", "symbols": ["N", "C", "C", "H", "H", "H", "H", "H", "H", "H", "O", "C", "H", "H", "H", "H"], "positions_angstrom": [[-0.033, 1.721, -0.056], [-1.531, 0.197, -1.243], [-0.608, 1.399, -1.368], [0.590, 2.533, -0.129], [-0.782, 1.993, 0.590], [-0.974, -0.665, -0.838], [-1.942, -0.082, -2.228], [-2.369, 0.426, -0.564], [0.232, 1.151, -2.045], [-1.166, 2.243, -1.819], [1.905, -1.385, 0.725], [1.404, -2.092, 1.854], [1.418, -0.536, 0.661], [1.964, -3.041, 1.906], [0.330, -2.323, 1.758], [1.561, -1.539, 2.795]], "mulliken_charge": [-0.537, -0.925, -0.334, 0.218, 0.211, 0.187, 0.312, 0.293, 0.294, 0.316, -0.510, -0.490, 0.293, 0.211, 0.222, 0.240], "lumo_ha": 0.03709, "homo_lumo_gap_ev": 10.7}


two) {"formula": "C3H11NO", "method": "wB97M-V/def2-TZVPD", "symbols": ["C", "C", "C", "N", "H", "H", "H", "H", "H", "H", "H", "H", "H", "H", "H", "O"], "positions_angstrom": [[-0.806, 0.214, -1.272], [0.382, 0.451, -0.343], [0.166, 1.084, 0.985], [-1.896, -0.528, -0.630], [-0.391, -0.319, -2.118], [-1.268, 1.160, -1.544], [1.151, 1.031, -0.867], [0.927, -0.504, -0.188], [0.796, 0.636, 1.753], [-0.843, 0.928, 1.393], [0.047, 2.186, 0.891], [-2.306, 0.017, 0.113], [-1.735, -1.464, -0.290], [2.313, -1.566, -0.021], [1.394, -1.421, 1.297], [2.068, -1.905, 0.840]], "mulliken_charge": [-0.704, 0.264, -1.039, -0.586, 0.340, 0.341, 0.359, -0.384, 0.266, 0.311, 0.342, 0.237, 0.220, 0.337, 0.360, -0.664], "lumo_ha": 0.03328, "homo_lumo_gap_ev": 10.0}


Verdict on stability: two) comes out at the bottom.


one) {"formula": "C3H3ClFNO", "method": "wB97M-V/def2-TZVPD", "symbols": ["C", "C", "C", "H", "H", "H", "N", "O", "F", "Cl"], "positions_angstrom": [[-0.457, -0.208, -0.817], [0.183, -0.191, 0.535], [0.177, -1.193, 1.478], [-0.155, 2.512, -2.124], [-0.785, -1.202, -1.211], [-0.216, -2.148, 1.237], [-0.498, 0.700, -1.681], [-0.037, 1.985, -1.238], [0.572, 1.016, 1.001], [1.217, -1.271, 2.820]], "mulliken_charge": [-0.235, 0.747, -0.379, 0.365, 0.275, 0.334, -0.383, -0.369, -0.218, -0.136], "lumo_ha": 0.00089, "homo_lumo_gap_ev": 9.2}


two) {"formula": "C3H3ClFNO", "method": "wB97M-V/def2-TZVPD", "symbols": ["C", "C", "C", "H", "H", "H", "N", "O", "F", "Cl"], "positions_angstrom": [[1.563, -0.063, 0.015], [0.534, 0.738, -0.022], [-1.431, -0.770, 0.097], [0.633, 1.782, -0.256], [-1.498, 1.299, -0.351], [-0.752, -1.542, 0.606], [-0.862, 0.451, 0.234], [-2.706, -0.806, -0.217], [2.760, 0.631, -0.072], [1.759, -1.720, -0.034]], "mulliken_charge": [0.203, -0.025, 0.176, 0.302, 0.323, 0.177, -0.216, -0.570, -0.244, -0.126], "lumo_ha": 0.01641, "homo_lumo_gap_ev": 9.8}


Verdict on stability: one) comes out at the bottom.